1.
Molecular formula: C2H6NO3
Method: DFT, the ωB97M-V functional and the def2-TZVPD basis

Output
**Energy relative to the best compared isomer or geometry (same formula, charge and spin)**: 38.06 kcal/mol
**Multiplicity**: 2

Cartesian coordinates (Å):
O  0.829  2.556  -3.667
O  0.211  0.426  1.750
O  -2.378  -0.655  2.877
N  0.818  -1.659  1.659
C  1.068  -0.406  1.372
C  0.513  1.437  -3.934
H  0.993  0.671  -3.294
H  -1.444  -0.448  2.700
H  0.406  -1.880  2.573
H  -0.117  1.056  -4.746
H  -2.694  -1.072  2.052
H  1.795  -0.026  0.658

Cartesian forces (eV/Å) of the 6 atoms listed first:
-0.6 1.0 -0.7
0.5 -0.5 0.1
0.2 -0.5 -0.6
0.5 -1.9 0.0
-1.6 2.6 0.3
1.4 -1.0 1.2

2.
Molecular formula: C16H10ClF5PdS
Method: DFT, the ωB97M-V functional and the def2-TZVPD basis

Output
**Net charge**: -2
**Energy relative to the best compared isomer or geometry (same formula, charge and spin)**: 0.00 kcal/mol
**Multiplicity**: 3

Cartesian coordinates (Å):
Pd  0.253  -0.066  -1.144
Cl  0.411  -2.016  0.397
S  0.058  1.677  0.599
F  2.068  0.140  2.299
F  -2.553  1.418  2.132
F  1.602  -1.183  4.638
F  -0.923  -1.221  5.732
F  -2.988  0.085  4.469
C  -1.380  -1.182  -2.477
C  -1.525  0.746  2.705
C  -2.142  0.385  -1.006
C  2.370  -0.979  -1.811
C  -2.012  -0.990  -1.229
C  1.830  -0.398  -2.967
C  -1.148  0.097  -3.034
C  -1.751  0.078  3.912
C  0.810  0.105  2.793
C  2.602  0.055  -0.875
C  0.578  -0.564  3.999
C  -0.244  0.749  2.121
C  -0.702  -0.582  4.555
C  1.740  1.000  -2.757
C  2.228  1.278  -1.473
C  -1.596  1.070  -2.114
H  -2.238  -1.764  -0.519
H  2.219  2.235  -0.984
H  2.908  -0.078  0.146
H  -2.485  0.842  -0.097
H  -1.506  2.139  -2.215
H  1.494  -0.932  -3.840
H  -0.689  0.295  -3.987
H  2.489  -2.031  -1.623
H  1.322  1.719  -3.441
H  -1.099  -2.129  -2.905

Cartesian forces (eV/Å) of the 6 atoms listed first:
-0.6 1.2 1.9
0.2 -1.6 1.3
-0.2 -0.2 2.1
-0.9 0.0 0.6
0.4 -0.4 0.5
-0.4 0.1 -0.1

3.
Molecular formula: C63H140As2ClF18N10O12S6
Method: DFT, the ωB97M-V functional and the def2-TZVPD basis

Output
**Net charge**: +1
**Multiplicity**: 1

Cartesian coordinates (Å):
As  -4.618  2.952  -2.022
As  5.643  4.546  1.041
Cl  4.024  -3.049  1.446
S  -0.410  -3.302  -4.371
S  2.453  -3.321  -3.815
S  -1.483  8.513  4.128
S  0.930  7.420  3.418
S  -1.418  1.224  3.682
S  -2.063  -1.147  4.790
F  4.448  5.342  1.942
F  -4.803  4.499  -2.591
F  6.378  3.891  2.453
F  2.160  8.490  3.363
F  -2.071  -2.642  4.096
F  -2.410  1.676  2.444
F  -2.384  7.680  3.188
F  4.620  3.143  1.001
F  -4.501  1.083  -1.599
F  6.742  5.848  1.094
F  -0.419  -3.973  -5.839
F  -3.702  2.576  -3.509
F  2.735  -2.377  -5.098
F  6.888  3.619  -0.023
F  -5.504  3.235  -0.549
F  4.839  5.103  -0.443
F  -3.063  3.265  -1.220
F  -6.140  2.496  -2.857
O  1.166  6.678  2.219
O  -3.403  -0.830  4.977
O  -0.283  -1.914  -4.602
O  1.169  6.771  4.661
O  -1.251  -1.541  5.877
O  -2.052  1.849  4.816
O  -1.477  -3.871  -3.623
O  -2.130  9.743  4.044
O  -0.168  1.733  3.295
O  3.483  -4.304  -3.910
O  2.435  -2.396  -2.690
O  -1.394  7.839  5.368
N  1.084  0.100  -0.400
N  -5.728  -0.782  1.423
N  -0.200  8.600  3.263
N  3.626  -6.811  0.878
N  -6.279  -0.870  -5.105
N  -0.806  7.447  -1.035
N  6.852  -1.539  -1.141
N  -1.266  -0.375  3.738
N  2.593  -1.429  5.425
N  1.065  -4.035  -3.950
C  -1.336  -1.095  -1.331
C  -6.118  -1.056  0.017
C  -4.881  -3.205  0.046
C  -1.563  9.712  0.050
C  -5.111  -1.702  -4.725
C  0.350  6.867  -1.776
C  1.933  -2.132  4.297
C  0.543  -1.179  0.161
C  1.312  2.642  0.009
C  8.691  -1.995  -3.001
C  2.577  0.105  -0.259
C  5.891  1.206  -1.584
C  0.837  3.819  0.903
C  -0.967  -1.218  0.126
C  -4.846  0.915  -5.990
C  1.349  -4.026  5.838
C  4.123  -9.081  1.707
C  1.920  -3.286  7.014
C  5.831  -1.249  -2.146
C  4.173  -6.183  2.141
C  -4.478  -1.513  1.780
C  -3.905  -0.839  -4.436
C  -2.444  6.255  -2.530
C  2.929  2.245  4.463
C  2.498  0.057  5.320
C  -6.870  -1.119  2.374
C  2.004  -3.624  4.511
C  10.050  -1.561  -3.536
C  6.731  -2.882  -0.647
C  8.282  -1.261  -1.696
C  -1.261  5.553  -3.213
C  3.261  0.746  4.232
C  -2.007  7.584  -2.012
C  0.531  -5.131  -0.902
C  -9.855  -2.299  -5.743
C  -8.190  -0.503  1.845
C  4.682  -6.767  -0.177
C  6.834  0.856  -0.403
C  -0.037  5.548  -2.336
C  -3.547  0.210  -5.490
C  6.624  -0.553  -0.007
C  0.669  0.238  -1.891
C  6.005  0.150  -2.735
C  -9.125  -0.396  2.999
C  4.643  -8.464  3.016
C  1.625  -6.168  -0.722
C  -6.171  -2.537  -0.392
C  -4.528  -2.961  1.485
C  0.680  1.368  0.446
C  -5.328  0.653  1.576
C  2.425  -5.868  0.495
C  -1.151  6.661  0.193
C  -7.471  -1.717  -5.501
C  3.122  -8.219  1.048
C  -0.437  8.885  -0.648
C  -1.180  11.133  0.331
C  -5.977  -0.025  -6.267
C  5.187  -7.080  2.777
C  -0.835  0.125  -2.021
C  1.927  -1.809  6.718
C  -6.662  -0.118  -3.862
C  -8.901  -1.140  -5.465
C  4.018  -1.736  5.486
H  -8.647  0.131  3.842
H  5.035  -5.710  -0.286
H  -1.211  5.646  -0.126
H  2.789  -8.578  0.060
H  -0.199  -5.497  -1.586
H  2.445  -1.922  3.334
H  5.638  -3.133  -0.497
H  4.158  -6.986  -1.082
H  5.889  -1.994  -2.924
H  -3.517  -3.329  1.670
H  5.597  -0.741  0.371
H  -0.978  -0.053  -3.101
H  -8.680  -1.193  1.158
H  3.787  -8.309  3.689
H  -1.694  9.191  1.001
H  4.416  -1.672  4.494
H  0.904  -1.934  -0.532
H  2.905  -3.576  7.410
H  -5.143  1.641  -5.228
H  9.869  -0.527  -3.857
H  1.112  6.793  -1.009
H  8.278  -0.187  -1.885
H  3.307  -5.950  2.824
H  -0.403  6.734  0.982
H  4.575  -5.238  1.818
H  -2.420  -1.152  -1.333
H  2.911  -0.840  -0.693
H  -4.274  -1.420  2.869
H  -0.956  -2.031  -1.830
H  0.876  -1.537  6.564
H  -0.426  1.405  0.406
H  2.933  -4.922  0.362
H  1.157  -0.579  -2.382
H  -0.394  11.101  1.088
H  -1.408  -0.523  0.816
H  1.070  1.176  -2.289
H  0.453  8.755  0.014
H  -1.199  -2.208  0.400
H  -4.894  -4.284  -0.146
H  6.953  0.206  -3.235
H  2.762  0.057  0.839
H  -7.164  -0.763  -3.166
H  4.985  -9.400  1.079
H  -9.044  -0.353  -6.205
H  5.339  -9.142  3.530
H  10.486  -2.105  -4.343
H  2.987  0.986  -0.710
H  -0.178  4.877  -1.485
H  3.363  2.560  5.390
H  -7.446  -2.570  -4.774
H  1.466  0.291  5.171
H  -1.682  8.345  -2.713
H  1.301  -7.209  -0.808
H  -6.088  1.396  1.251
H  6.616  1.563  0.411
H  2.403  2.519  0.104
H  5.239  0.405  -3.469
H  0.870  5.108  -2.798
H  2.371  -1.223  7.532
H  2.237  -8.100  1.695
H  5.448  -7.522  0.165
H  6.116  -7.045  2.185
H  7.145  -3.550  -1.386
H  -7.394  0.608  -4.257
H  -7.987  0.380  1.225
H  2.235  -6.010  -1.646
H  -4.052  -2.780  -0.468
H  4.882  1.172  -1.196
H  4.332  0.596  4.317
H  1.275  -4.095  3.829
H  -2.059  11.506  0.913
H  4.148  -2.808  5.842
H  -0.189  9.394  -1.581
H  -5.786  0.387  -3.513
H  -2.065  7.070  0.684
H  1.768  -5.867  1.417
H  -2.778  0.904  -5.194
H  7.973  -1.711  -3.796
H  -6.891  0.563  -6.477
H  5.537  -6.663  3.695
H  2.943  -4.084  4.236
H  1.427  -5.106  5.997
H  -2.851  8.018  -1.413
H  7.914  0.954  -0.675
H  -9.114  -0.783  -4.452
H  0.983  -4.192  -1.334
H  -3.091  -0.347  -6.277
H  -1.501  4.555  -3.542
H  1.211  -3.399  7.836
H  -5.332  -2.238  -3.799
H  0.942  -1.321  1.137
H  -3.301  6.421  -3.098
H  -7.215  -2.151  -6.418
H  8.615  -3.099  -2.898
H  -5.138  -3.404  2.260
H  -4.499  0.890  0.934
H  10.818  -1.534  -2.716
H  1.335  3.766  1.884
H  1.023  4.775  0.469
H  -5.378  -0.505  -0.584
H  -6.872  -2.186  2.568
H  -1.427  1.026  -1.744
H  -2.444  9.716  -0.569
H  -5.053  0.785  2.638
H  -4.725  1.498  -6.915
H  0.096  -4.908  0.066
H  4.901  -1.352  -1.622
H  -4.913  -2.429  -5.555
H  -3.061  -1.512  -4.298
H  2.925  0.421  3.247
H  0.648  7.600  -2.551
H  0.282  -3.829  5.699
H  -10.109  -0.003  2.747
H  -0.913  11.725  -0.555
H  4.385  -1.094  6.232
H  -9.685  -3.158  -5.009
H  1.084  2.887  -1.030
H  -7.064  -0.570  -0.123
H  -9.255  -1.367  3.490
H  7.320  -0.869  0.820
H  6.028  2.194  -1.999
H  1.880  2.530  4.393
H  2.761  0.486  6.324
H  3.546  2.769  3.730
H  -1.048  6.098  -4.146
H  -6.258  -2.556  -1.504
H  7.367  -3.000  0.266
H  3.650  -10.039  1.937
H  -9.796  -2.774  -6.739
H  -5.735  -0.728  -7.065
H  -2.860  5.727  -1.693
H  -3.913  -0.366  -3.468
H  -7.022  -3.044  0.041
H  -6.578  -0.636  3.294
H  0.888  -1.786  4.250
H  0.958  1.129  1.454
H  -10.887  -1.957  -5.627
H  -0.229  3.733  1.048
H  -3.670  -1.066  1.205
H  8.926  -1.525  -0.859

Cartesian forces (eV/Å) of the 6 atoms listed first:
0.4 -3.4 -0.2
1.1 -0.6 -2.0
-0.1 0.6 0.0
4.9 -2.8 -0.5
-0.9 0.5 0.4
0.7 0.1 0.8

4.
Molecular formula: C20H63BO10Pt
Method: DFT, the ωB97M-V functional and the def2-TZVPD basis

Output
**Energy relative to the best compared isomer or geometry (same formula, charge and spin)**: 43.15 kcal/mol
**Multiplicity**: 3

Cartesian coordinates (Å):
Pt  -1.737  -23.756  -12.453
O  -5.311  -18.217  -5.476
O  -3.195  -24.153  -8.929
O  -5.210  -17.985  -12.558
O  -5.259  -15.935  -10.560
O  -0.970  -15.852  -7.635
O  -8.239  -21.497  -6.187
O  -0.413  -22.089  -8.514
O  1.714  -20.449  -13.065
O  -2.085  -22.376  -11.008
O  -2.585  -21.859  -15.610
C  1.526  -18.208  -12.218
C  -6.955  -19.375  -11.834
C  -1.180  -17.951  -8.861
C  -3.988  -23.611  -7.857
C  0.994  -21.976  -8.706
C  1.427  -20.530  -8.489
C  -1.027  -16.443  -8.937
C  -3.843  -19.846  -15.775
C  -3.733  -20.749  -10.117
C  -4.723  -19.283  -6.206
C  -7.725  -20.693  -8.371
C  -2.492  -20.444  -15.479
C  -5.445  -23.692  -8.257
C  -4.833  -20.594  -5.449
C  -5.806  -19.250  -12.814
C  0.842  -19.546  -12.422
C  -8.638  -21.587  -7.563
C  -5.402  -15.721  -8.196
C  -2.516  -21.027  -10.999
C  -5.068  -16.648  -9.346
B  -0.281  -22.788  -13.851
H  -8.592  -22.625  -7.912
H  -5.208  -19.394  -7.188
H  -0.503  -18.349  -8.111
H  -3.811  -24.180  -6.944
H  -7.662  -18.559  -11.991
H  -2.872  -23.378  -9.407
H  1.572  -17.650  -13.150
H  -0.824  -22.152  -9.384
H  1.216  -19.973  -9.406
H  -6.217  -19.295  -13.829
H  -7.554  -20.274  -11.998
H  -1.866  -15.680  -7.331
H  -2.197  -20.175  -14.456
H  2.482  -20.455  -8.235
H  -8.084  -20.639  -9.399
H  -2.193  -18.240  -8.562
H  -5.387  -16.567  -11.279
H  -4.166  -21.363  -5.835
H  -5.723  -17.524  -9.290
H  0.428  -19.910  -11.469
H  -4.009  -16.931  -9.254
H  -4.748  -14.846  -8.175
H  -4.185  -20.021  -16.795
H  -8.745  -22.145  -5.689
H  0.339  -23.474  -13.041
H  -3.838  -18.761  -15.643
H  1.327  -22.319  -9.693
H  -3.700  -18.992  -6.451
H  -5.576  -23.318  -9.276
H  2.512  -18.345  -11.776
H  -6.426  -15.352  -8.286
H  -6.703  -21.069  -8.386
H  0.777  -20.085  -7.739
H  -1.734  -20.085  -16.183
H  -1.735  -22.208  -15.321
H  -0.955  -21.954  -13.262
H  -4.599  -20.406  -4.398
H  -1.115  -23.508  -14.336
H  -1.005  -18.393  -9.845
H  0.385  -22.317  -14.709
H  -2.703  -20.626  -12.005
H  -4.579  -20.269  -15.091
H  1.497  -22.656  -8.012
H  -5.873  -20.926  -5.457
H  -3.955  -19.678  -10.122
H  -5.317  -16.206  -7.223
H  -9.682  -21.261  -7.635
H  -6.248  -18.410  -5.364
H  -6.613  -19.366  -10.800
H  -0.060  -16.216  -9.390
H  0.945  -17.632  -11.492
H  -5.784  -24.729  -8.311
H  -3.649  -22.587  -7.699
H  -4.514  -17.797  -13.195
H  -3.448  -20.941  -9.080
H  -5.107  -20.091  -12.741
H  -4.619  -21.299  -10.432
H  -1.682  -20.438  -10.598
H  -7.758  -19.703  -7.914
H  1.185  -21.222  -13.290
H  -0.070  -19.381  -13.021
H  -6.114  -23.149  -7.586
H  -1.826  -15.951  -9.497

Cartesian forces (eV/Å) of the 6 atoms listed first:
0.8 2.6 0.6
0.1 0.2 -0.1
0.0 0.2 0.4
0.3 -0.1 -0.1
-0.1 0.0 0.1
0.0 0.0 0.0

5.
Molecular formula: C25H30BCl5N9O2PbS2Se
Method: DFT, the ωB97M-V functional and the def2-TZVPD basis

Output
**Net charge**: +1
**Energy relative to the best compared isomer or geometry (same formula, charge and spin)**: 0.00 kcal/mol
**Multiplicity**: 1

Cartesian coordinates (Å):
Pb  0.166  -0.051  -0.111
Se  1.794  1.236  2.518
Cl  3.374  -4.803  -0.417
Cl  0.909  -2.974  -0.730
Cl  6.228  -3.577  -0.091
Cl  4.124  1.388  -0.206
Cl  6.577  -0.478  -0.022
S  -2.722  0.383  -0.259
S  0.320  0.428  3.935
O  0.031  1.847  -3.998
O  0.110  0.342  -2.337
N  0.057  2.480  -0.608
N  -1.445  2.536  3.620
N  3.996  4.637  4.921
N  1.993  -0.212  -4.175
N  -3.170  -2.272  -0.337
N  -2.320  0.587  3.181
N  -2.850  -1.611  1.713
N  2.091  1.459  -5.778
N  2.913  1.825  -3.651
C  -2.922  -1.179  0.434
C  0.258  1.521  -2.837
C  2.509  -2.238  -0.539
C  4.862  -2.553  -0.242
C  -1.190  1.218  3.516
C  5.013  -1.167  -0.214
C  -3.298  -2.246  -1.790
C  3.069  3.276  -3.783
C  2.658  2.623  3.551
C  3.433  3.613  5.564
C  2.597  -0.852  -0.526
C  0.838  2.549  -1.866
C  -3.060  -2.984  1.721
C  3.589  -3.100  -0.393
C  0.994  3.944  -2.438
C  2.759  2.577  4.930
C  3.238  3.672  2.860
C  -3.262  -3.397  0.459
C  -0.512  3.563  4.072
C  2.320  1.035  -4.531
C  1.742  4.008  -3.762
C  -3.315  1.530  3.089
C  3.898  4.651  3.593
C  3.877  -0.368  -0.346
C  -2.780  2.743  3.348
B  -2.565  -0.974  3.142
H  1.519  4.549  -1.688
H  2.335  1.767  5.508
H  -3.466  -4.376  0.056
H  -0.918  2.712  -0.775
H  0.045  3.203  4.933
H  -3.527  -3.254  -2.126
H  1.394  -0.747  -4.782
H  1.953  5.056  -3.987
H  3.618  3.510  -4.697
H  3.703  3.594  -2.956
H  -3.536  -1.172  3.834
H  -4.094  -1.570  -2.086
H  -3.223  3.725  3.372
H  -4.329  1.256  2.852
H  2.187  2.440  -5.976
H  0.194  3.825  3.289
H  3.179  3.744  1.780
H  1.390  0.984  -6.322
H  0.415  3.118  0.094
H  1.089  3.629  -4.549
H  4.362  5.489  3.084
H  3.139  1.416  -2.756
H  3.529  3.613  6.645
H  -3.056  -3.545  2.642
H  -2.375  -1.903  -2.254
H  1.825  2.160  -1.606
H  -1.582  -1.513  3.580
H  1.894  -0.421  -3.191
H  0.013  4.401  -2.588
H  -1.083  4.442  4.355

Cartesian forces (eV/Å) of the 6 atoms listed first:
-0.1 0.1 0.3
0.2 0.1 0.2
0.1 0.0 0.0
0.0 0.1 -0.1
0.0 0.0 0.0
-0.2 -0.1 -0.2

The following total energy values (in eV) correspond, in order, to the records above: -9800.335; -57175.598; -355197.501; -46151.813; -199468.956.